--- 1 ---
The following is a DFT calculation (ωB97M-V/def2-TZVPD) of a molecular structure, C28H28BGaNO15.

Structure (ORCA input):
```
! RIJCOSX wB97M-V def2-TZVPD def2/J DEFGRID3
* xyz -1 1
C -1.454 -2.414 1.953
B -0.764 -3.099 0.687
O -0.297 -4.413 0.877
Ga -0.495 -2.011 -1.137
C -1.978 -2.377 -2.528
O -2.872 -1.242 -2.849
N -2.230 -0.336 -3.692
O -2.402 -0.590 -4.825
C -0.422 -0.015 -0.619
C 0.910 0.502 -0.138
C 2.054 -0.287 -0.024
C 3.281 0.235 0.391
C 3.398 1.577 0.722
C 2.269 2.381 0.632
C 1.041 1.861 0.216
C -0.142 2.781 0.124
H -1.541 -3.143 2.766
H -2.423 -1.982 1.712
H -0.833 -1.598 2.333
H 0.613 -4.292 1.198
H 0.902 -2.472 -1.830
H -1.535 -2.706 -3.468
H -2.615 -3.194 -2.207
H -0.771 0.630 -1.428
H -1.137 0.119 0.190
H 2.018 -1.336 -0.268
H 4.138 -0.420 0.442
H 4.362 1.963 1.020
H 2.353 3.427 0.895
H -0.970 2.440 0.742
H 0.117 3.781 0.467
H -0.491 2.848 -0.900
C 4.357 -3.102 2.121
C 5.111 -2.470 3.028
C 4.682 -2.329 4.463
O 5.442 -1.756 5.224
C 3.398 -2.876 4.858
C 2.636 -3.505 3.951
C 3.084 -3.668 2.522
O 2.343 -4.268 1.766
O 1.451 -4.021 4.241
O 6.286 -1.921 2.743
H 4.653 -3.210 1.087
H 3.092 -2.753 5.887
H 1.092 -4.410 3.418
H 6.608 -1.533 3.579
C -6.593 0.731 1.445
C -5.387 0.360 0.986
C -4.118 0.998 1.488
O -3.073 0.584 1.037
C -4.221 2.064 2.475
C -5.426 2.431 2.923
C -6.691 1.775 2.443
O -7.743 2.166 2.924
O -5.610 3.395 3.824
O -5.220 -0.578 0.071
H -7.511 0.280 1.095
H -3.305 2.527 2.817
H -6.575 3.443 3.963
H -4.256 -0.651 -0.098
C 1.551 3.304 -6.073
C 0.576 3.645 -5.224
C 0.357 2.916 -3.926
O -0.544 3.312 -3.210
C 1.219 1.793 -3.605
C 2.194 1.449 -4.457
C 2.429 2.193 -5.743
O 3.349 1.830 -6.456
O 3.024 0.436 -4.240
O -0.272 4.645 -5.445
H 1.719 3.822 -7.006
H 1.044 1.263 -2.676
H 3.625 0.409 -5.007
H -0.863 4.660 -4.667
*
```

Computed properties:
Gap between HOMO and LUMO: 4.283 eV


--- 2 ---
The following is a DFT calculation (ωB97M-V/def2-TZVPD) of a molecular structure, C28H28BGaNO15.

Structure (ORCA input):
```
! RIJCOSX wB97M-V def2-TZVPD def2/J DEFGRID3
* xyz -1 1
C -0.569 0.810 3.209
B -1.437 -0.561 2.897
O -1.642 -1.545 3.958
Ga -2.174 -0.833 0.929
C -4.147 -0.248 0.742
O -4.386 0.900 -0.149
N -4.338 0.536 -1.456
O -5.410 0.204 -1.865
C -0.860 0.219 -0.300
C 0.453 -0.631 -0.697
C 0.715 -2.097 -0.226
C 1.977 -2.926 -0.657
C 3.060 -2.303 -1.567
C 2.848 -0.841 -2.036
C 1.578 -0.017 -1.616
C 1.498 1.474 -2.192
H -0.307 0.778 4.341
H -1.115 1.763 2.905
H 0.442 0.814 2.664
H -0.832 -2.123 3.881
H -2.135 -2.417 0.554
H -4.773 -1.128 0.318
H -4.572 -0.054 1.799
H -1.357 0.610 -1.266
H -0.525 1.147 0.304
H -0.015 -2.649 0.467
H 2.077 -4.008 -0.280
H 3.944 -2.957 -1.866
H 3.651 -0.385 -2.700
H 1.422 2.251 -1.348
H 2.448 1.746 -2.779
H 0.595 1.603 -2.904
C 2.211 -4.483 3.011
C 3.533 -4.666 3.017
C 4.419 -3.912 3.949
O 5.621 -4.120 3.940
C 3.797 -2.934 4.848
C 2.475 -2.748 4.839
C 1.588 -3.523 3.926
O 0.384 -3.340 3.958
O 1.885 -1.841 5.666
O 4.127 -5.553 2.171
H 1.558 -5.025 2.341
H 4.452 -2.381 5.507
H 0.927 -1.894 5.471
H 5.082 -5.502 2.371
C -1.591 6.278 1.985
C -1.642 4.971 1.712
C -0.458 4.245 1.169
O -0.534 3.051 0.950
C 0.765 5.016 0.915
C 0.813 6.322 1.185
C -0.362 7.042 1.753
O -0.275 8.233 2.005
O 1.940 7.052 0.953
O -2.776 4.250 1.918
H -2.442 6.816 2.380
H 1.611 4.481 0.505
H 1.721 7.962 1.230
H -2.558 3.335 1.646
C -2.004 -1.127 -6.976
C -1.619 0.067 -6.522
C -1.172 0.254 -5.111
O -0.809 1.357 -4.737
C -1.194 -0.911 -4.221
C -1.583 -2.105 -4.675
C -2.004 -2.298 -6.092
O -2.336 -3.407 -6.478
O -1.612 -3.195 -3.862
O -1.616 1.164 -7.329
H -2.328 -1.277 -7.997
H -0.884 -0.758 -3.195
H -1.925 -3.930 -4.423
H -1.297 1.897 -6.767
*
```

Computed properties:
Gap between HOMO and LUMO: 4.202 eV


Calculated relative energies: 1 0.0; 2 121.2, given in kcal/mol


--- 1 ---
The following is a DFT calculation (ωB97M-V/def2-TZVPD) of a molecular structure, CH4N3.

Structure (ORCA input):
```
! RIJCOSX wB97M-V def2-TZVPD def2/J DEFGRID3
* xyz 1 1
C 1.299 -1.038 -0.245
N 1.429 0.659 0.622
N 0.670 -0.013 0.096
N -1.069 0.329 0.234
H 1.585 -1.241 -1.385
H -1.221 0.916 -0.607
H -1.080 0.821 1.099
H -1.613 -0.432 0.187
*
```

Computed properties:
Gap between HOMO and LUMO (spin up / spin down): 8.933 / 8.933 eV


--- 2 ---
The following is a DFT calculation (ωB97M-V/def2-TZVPD) of a gas-phase ion, CH4N3 (charge +1).

Structure (ORCA input):
```
! RIJCOSX wB97M-V def2-TZVPD def2/J DEFGRID3
* xyz 1 1
N 1.716 -1.309 0.354
C 0.729 -0.732 0.130
N -0.412 -0.452 -0.185
N -1.032 0.877 -0.244
H 2.510 -1.801 0.674
H -0.956 1.196 -1.136
H -0.474 1.363 0.509
H -2.081 0.858 -0.103
*
```

Computed properties:
Structure (SMILES): N=C=N[NH3+]
Gap between HOMO and LUMO: 10.617 eV


Calculated relative energies: 1 120.8; 2 0.0, given in kcal/mol


--- 1 ---
The following is a DFT calculation (ωB97M-V/def2-TZVPD) of C3H3Br2N in the gas phase.

Structure (ORCA input):
```
! RIJCOSX wB97M-V def2-TZVPD def2/J DEFGRID3
* xyz 0 1
N 0.073 3.326 -0.750
C 0.396 2.310 -0.413
C 0.852 0.721 0.175
Br 2.135 0.196 -1.094
C -0.310 -0.298 0.291
Br -1.976 0.454 0.969
H 1.470 0.877 1.043
H -0.547 -0.633 -0.687
H -0.212 -1.074 1.090
*
```

Computed properties:
Structure (SMILES): N#C[C@H](Br)CBr
Gap between HOMO and LUMO: 11.114 eV


--- 2 ---
The following is a DFT calculation (ωB97M-V/def2-TZVPD) of 2 unconnected molecules or ions with the total composition C3H3Br2N.

Structure (ORCA input):
```
! RIJCOSX wB97M-V def2-TZVPD def2/J DEFGRID3
* xyz 0 1
C -0.027 -0.899 0.451
C 1.230 -0.503 0.198
Br 2.640 -1.068 1.393
C 1.726 0.240 -0.856
N 2.204 0.799 -1.751
H -0.783 -0.639 -0.193
H -0.297 -1.544 1.348
Br -2.830 1.993 0.227
H -3.863 1.623 -0.816
*
```

Computed properties:
Structure (SMILES): C=C(Br)C#N.Br
Gap between HOMO and LUMO: 10.039 eV


Calculated relative energies: 1 4.7; 2 0.0, given in kcal/mol